[1]
{"formula": "C36H46CsN4OP2Si2", "method": "ωB97M-V with the def2-TZVPD basis set", "symbols": ["Cs", "C", "Si", "C", "C", "N", "P", "C", "P", "N", "Si", "C", "C", "C", "C", "C", "C", "C", "C", "C", "C", "C", "C", "C", "C", "C", "C", "C", "C", "C", "C", "C", "C", "C", "C", "C", "C", "C", "H", "H", "H", "H", "H", "H", "H", "H", "H", "H", "H", "H", "H", "H", "H", "H", "H", "H", "H", "H", "H", "H", "H", "H", "H", "H", "H", "H", "H", "H", "H", "H", "H", "H", "H", "H", "H", "H", "N", "C", "N", "C", "C", "O", "C", "C", "H", "H", "H", "H", "H", "H", "H", "H"], "coordinates": [[-0.234401, -0.295905, -0.281820], [1.321812, 4.890811, -0.094635], [0.191128, 3.864240, -1.217214], [-0.274186, 4.945205, -2.699940], [-1.404060, 3.662261, -0.213501], [0.771936, 2.352650, -1.598191], [1.611573, 1.492779, -2.643237], [1.674770, -0.114915, -2.380086], [1.507955, -1.664252, -2.853370], [0.676063, -2.630950, -1.883956], [0.619167, -4.274917, -1.571928], [0.118951, -5.387707, -3.020773], [2.230050, -5.002066, -0.897262], [-0.695062, -4.570632, -0.241003], [0.744337, -1.728805, -4.529175], [1.404358, -1.169768, -5.625910], [0.799384, -1.118904, -6.871469], [-0.488844, -1.615185, -7.040863], [-1.160716, -2.160569, -5.957539], [-0.544096, -2.219833, -4.710336], [3.112248, -2.518043, -3.162121], [3.284600, -3.495099, -4.143803], [4.485464, -4.185653, -4.254559], [5.532207, -3.916261, -3.382988], [5.373827, -2.948237, -2.400338], [4.173317, -2.256219, -2.295331], [3.293289, 2.227778, -2.800819], [3.471279, 3.608308, -2.867660], [4.738919, 4.157879, -3.008948], [5.851083, 3.327590, -3.086030], [5.685618, 1.950422, -3.030760], [4.411946, 1.407534, -2.893145], [0.923213, 1.873124, -4.317298], [1.661556, 2.298521, -5.419431], [1.048623, 2.519058, -6.650122], [-0.313517, 2.311090, -6.803505], [-1.061196, 1.874108, -5.716171], [-0.447242, 1.660552, -4.492131], [0.834195, 5.819883, 0.220154], [2.267892, 5.150015, -0.576359], [1.562408, 4.314670, 0.804765], [-0.688970, 5.907358, -2.379805], [-1.027434, 4.435152, -3.307392], [0.577655, 5.146802, -3.357444], [-1.833726, 4.622146, 0.094598], [-1.212025, 3.074767, 0.691684], [-2.157000, 3.129224, -0.803367], [0.800756, -5.276966, -3.869984], [-0.889915, -5.154898, -3.373764], [0.132638, -6.439609, -2.714880], [3.018683, -5.005362, -1.655337], [2.086607, -6.032480, -0.553056], [2.585909, -4.407100, -0.050741], [-1.669745, -4.214014, -0.590584], [-0.449462, -4.022552, 0.674771], [-0.796714, -5.630025, 0.018183], [2.400626, -0.760663, -5.490981], [1.323237, -0.671366, -7.708097], [-0.968431, -1.564049, -8.011291], [-2.166801, -2.545519, -6.081809], [-1.056406, -2.649489, -3.858416], [2.471700, -3.719003, -4.825222], [4.603030, -4.940683, -5.023529], [6.467252, -4.457594, -3.468980], [6.186639, -2.730900, -1.717030], [4.035533, -1.495659, -1.534081], [2.605850, 4.259046, -2.823785], [4.859896, 5.233959, -3.060992], [6.841991, 3.754399, -3.191757], [6.547192, 1.296124, -3.099555], [4.254789, 0.335312, -2.860289], [2.728351, 2.464007, -5.324488], [1.644275, 2.853541, -7.492325], [-0.790518, 2.477040, -7.762178], [-2.123612, 1.689725, -5.826802], [-1.037187, 1.320069, -3.647890], [-0.487791, -0.404206, 3.047996], [-0.075506, 0.016843, 4.040372], [0.400121, 0.503240, 5.192600], [-0.228832, 1.737786, 5.682896], [0.196876, 1.942867, 7.122389], [1.606653, 1.979945, 7.236371], [2.189035, 0.767103, 6.795024], [1.863209, 0.504085, 5.339787], [-1.310341, 1.631190, 5.614145], [0.081938, 2.596183, 5.077342], [-0.208937, 1.133866, 7.742904], [-0.174711, 2.895884, 7.493810], [1.827733, -0.067483, 7.408969], [3.264016, 0.867470, 6.929664], [2.246339, -0.466080, 5.027734], [2.311608, 1.281330, 4.711744]], "forces_ev_per_a": [[-0.44, 0.11, 0.53], [0.02, -0.02, 0.00], [-0.09, -0.05, -0.05], [0.02, 0.04, 0.01], [-0.04, 0.01, 0.02], [0.07, -0.03, 0.13], [-0.13, 0.01, -0.25], [0.66, -0.07, -0.03], [-0.21, -0.03, -0.36], [-0.02, 0.04, -0.14], [0.01, -0.07, 0.08], [0.02, 0.00, -0.03], [-0.02, -0.02, 0.00], [-0.01, 0.01, 0.01], [0.01, -0.03, -0.06], [-0.03, -0.03, 0.02], [0.01, 0.02, 0.03], [0.00, 0.01, 0.02], [0.02, -0.02, 0.06], [0.05, 0.03, -0.09], [0.16, -0.07, 0.04], [0.03, 0.08, 0.09], [-0.02, -0.01, -0.02], [0.01, -0.03, -0.02], [-0.12, 0.08, 0.01], [0.04, -0.07, -0.05], [0.06, 0.08, -0.02], [0.09, -0.02, -0.01], [-0.06, -0.01, 0.00], [0.00, -0.02, 0.01], [-0.05, -0.01, 0.01], [-0.02, 0.02, -0.02], [-0.09, 0.08, -0.03], [-0.06, 0.00, 0.00], [0.01, 0.01, 0.02], [0.05, 0.00, 0.01], [0.04, -0.05, 0.06], [0.02, 0.01, -0.08], [0.01, -0.02, -0.02], [-0.02, -0.02, 0.00], [0.00, 0.01, -0.03], [0.02, -0.02, -0.01], [0.02, 0.00, 0.01], [-0.04, -0.01, 0.04], [0.03, -0.05, -0.02], [-0.01, 0.03, -0.03], [0.02, 0.02, 0.02], [-0.04, 0.01, 0.05], [0.03, 0.01, 0.00], [0.00, 0.02, -0.01], [-0.02, 0.02, 0.03], [0.00, 0.03, -0.01], [0.01, -0.01, -0.02], [0.03, -0.02, 0.02], [-0.01, -0.02, -0.02], [0.01, 0.05, -0.02], [-0.01, 0.00, 0.00], [-0.01, 0.00, 0.01], [0.00, 0.00, 0.00], [0.00, 0.00, 0.00], [-0.02, -0.02, 0.02], [0.01, 0.01, 0.00], [0.00, 0.00, 0.00], [-0.01, 0.00, -0.01], [-0.01, 0.00, 0.01], [0.00, 0.01, 0.01], [0.01, 0.00, 0.03], [0.00, 0.00, 0.00], [-0.01, 0.00, 0.00], [0.00, 0.00, 0.00], [0.02, 0.02, 0.01], [0.00, -0.01, 0.02], [0.00, 0.00, 0.00], [0.01, 0.00, -0.01], [0.00, 0.00, 0.00], [0.01, 0.00, 0.02], [-0.02, -0.05, 0.13], [0.06, 0.13, -0.06], [-0.03, -0.02, -0.06], [-0.01, -0.01, 0.00], [0.00, -0.04, -0.01], [0.03, 0.04, 0.05], [-0.03, -0.02, 0.01], [-0.02, -0.01, -0.02], [-0.01, 0.00, 0.00], [0.01, -0.01, -0.04], [0.01, -0.01, 0.02], [-0.01, 0.01, 0.01], [-0.01, 0.00, 0.02], [0.02, 0.00, 0.00], [0.01, -0.01, 0.00], [-0.01, 0.01, -0.03]], "homo_lumo_gap_ev": 5.3, "e_homo_ha": -0.13052, "e_lumo_ev": 1.745, "total_charge": -1}

[2]
{"formula": "C17H19B2O6S", "method": "ωB97M-V with the def2-TZVPD basis set", "symbols": ["C", "C", "O", "B", "O", "S", "C", "B", "O", "O", "H", "H", "H", "H", "H", "H", "H", "H", "H", "H", "H", "C", "C", "C", "C", "C", "C", "C", "O", "C", "C", "C", "C", "C", "C", "C", "O", "H", "H", "H", "H", "H", "H", "H", "H"], "coordinates": [[-7.417642, 0.033510, -1.229050], [-6.003066, 0.560969, -1.338023], [-5.176615, -0.407634, -2.077450], [-3.955694, 0.038361, -2.372145], [-3.512674, 0.556226, -3.532325], [-2.547377, -0.172396, -1.055367], [-1.799665, -1.802950, -1.319616], [-1.471884, -2.617310, 0.025507], [-1.267343, -2.045874, 1.223751], [-1.329630, -3.969412, -0.088213], [-8.112549, 0.775335, -1.603880], [-7.688959, -0.150753, -0.198303], [-7.541273, -0.867325, -1.812662], [-5.572417, 0.718884, -0.351351], [-5.980406, 1.507166, -1.870111], [-3.432396, 1.515776, -3.535099], [-3.244358, -0.353752, 0.071582], [-0.860157, -1.602207, -1.827730], [-2.410095, -2.389023, -1.993961], [-1.280691, -1.083377, 1.233965], [-2.149224, -4.455082, 0.021774], [2.801613, -3.007004, 0.934715], [4.193650, -2.993767, 0.935277], [4.882233, -1.790792, 0.981049], [4.182959, -0.591594, 1.012177], [2.790193, -0.607434, 0.991311], [2.109453, -1.810127, 0.968100], [1.990696, 0.647279, 0.972555], [0.768316, 0.611136, 0.934038], [2.727719, 1.936316, 0.979374], [2.016230, 3.128235, 0.922797], [2.689010, 4.336739, 0.939851], [4.076607, 4.361163, 1.018863], [4.792859, 3.177657, 1.070897], [4.125484, 1.962084, 1.045609], [4.926095, 0.700332, 1.074507], [6.133039, 0.724630, 1.143249], [2.264617, -3.945806, 0.910824], [4.742543, -3.924906, 0.904763], [5.962752, -1.772780, 0.990106], [1.034583, -1.788320, 0.969940], [0.937513, 3.100309, 0.867824], [2.133929, 5.263716, 0.894107], [4.600129, 5.307095, 1.037855], [5.871895, 3.186707, 1.128921]], "forces_ev_per_a": [[-0.11, 0.36, 0.07], [-0.30, -0.30, -0.03], [0.26, 0.50, 0.44], [-0.54, -0.55, -0.76], [-0.12, 0.07, 0.45], [0.81, 0.58, 0.39], [-0.08, -0.07, -0.05], [0.09, -0.30, 0.08], [-0.28, 0.34, -0.02], [-0.14, 0.19, -0.12], [-0.16, 0.06, -0.13], [-0.02, -0.24, 0.18], [0.02, -0.22, -0.09], [0.19, -0.05, 0.12], [0.07, 0.10, -0.18], [0.33, 0.15, -0.41], [-0.27, -0.27, 0.03], [0.17, 0.11, -0.09], [-0.21, -0.11, -0.05], [0.38, 0.19, 0.25], [0.01, -0.43, -0.04], [0.15, 0.02, 0.02], [-0.05, 0.03, 0.01], [-0.01, -0.10, 0.00], [0.01, 0.08, 0.00], [-0.10, 0.26, 0.01], [0.00, -0.33, -0.11], [-0.06, -0.01, -0.03], [-0.03, 0.01, -0.06], [0.04, -0.08, 0.02], [-0.01, 0.08, 0.01], [0.03, 0.03, 0.00], [-0.04, 0.02, 0.00], [0.03, 0.09, 0.00], [-0.09, -0.11, -0.02], [0.04, -0.02, 0.01], [0.03, 0.01, -0.01], [0.00, -0.01, 0.01], [0.01, -0.02, 0.01], [0.02, 0.06, 0.01], [-0.08, -0.05, 0.06], [-0.03, -0.06, 0.02], [0.00, 0.02, 0.01], [0.01, 0.02, 0.00], [0.03, -0.07, -0.01]], "homo_lumo_gap_ev": 7.8, "e_homo_ha": -0.43269, "e_lumo_ev": -3.931, "e_above_lowest_kj_mol": 20.5, "total_charge": 1}

[3]
{"formula": "C7H18", "method": "ωB97M-V with the def2-TZVPD basis set", "symbols": ["C", "C", "C", "H", "H", "H", "H", "H", "H", "H", "H", "C", "C", "C", "C", "H", "H", "H", "H", "H", "H", "H", "H", "H", "H"], "coordinates": [[-0.290954, -1.275199, 3.007684], [-1.502517, -0.770419, 2.189890], [0.976885, -0.499362, 2.690827], [-0.591463, -1.111414, 4.027425], [-0.219292, -2.332722, 2.829549], [-1.639093, -1.254447, 1.214792], [-1.400641, 0.260948, 1.822548], [1.649622, -1.075735, 2.038855], [0.844581, 0.471597, 2.208699], [-2.416732, -0.771549, 2.765834], [1.609370, -0.291350, 3.540272], [-0.036800, 0.889386, -1.734527], [0.835608, 1.930571, -2.351414], [-1.033310, 0.233798, -2.664216], [0.900067, -0.477474, -1.166639], [-0.364543, 1.259931, -0.759982], [0.178138, 2.655296, -2.844461], [-0.651996, 0.437767, -3.662980], [-1.028616, -0.858758, -2.639024], [-2.032244, 0.649742, -2.515797], [0.321681, -1.392808, -1.099925], [1.539576, -0.579439, -2.040277], [1.333598, -0.113029, -0.247692], [1.627598, 1.540601, -2.990720], [1.391478, 2.474066, -1.618720]], "forces_ev_per_a": [[-1.17, 1.32, -0.70], [0.30, 0.64, -1.03], [1.10, -0.48, -0.57], [0.24, -0.14, 0.59], [0.40, -0.46, 0.16], [-0.17, -0.68, 0.37], [0.29, 0.21, 0.68], [-0.18, 0.01, -0.09], [-0.46, 0.01, 0.03], [-0.31, -0.36, -0.08], [-0.01, -0.04, 0.54], [-0.54, 1.34, -0.38], [0.33, -0.31, 0.45], [1.48, -0.35, -0.58], [0.34, -1.21, -0.53], [-0.25, -0.54, 0.24], [0.14, -0.12, -0.37], [-0.29, 0.15, -0.23], [-0.64, 0.01, 0.35], [-0.10, -0.13, 0.35], [-0.26, 0.26, 0.49], [0.17, 0.30, 0.00], [-0.07, 0.24, 0.24], [-0.50, -0.11, -0.73], [0.15, 0.45, 0.78]], "homo_lumo_gap_ev": [11.5, 4.7], "e_homo_ha": [-0.52700, -0.52686], "e_lumo_ev": [-2.842, -9.629], "e_above_lowest_kj_mol": 52.7, "total_charge": 1, "multiplicity": 2}

[4]
{"formula": "C22H19NO7", "method": "ωB97M-V with the def2-TZVPD basis set", "symbols": ["C", "O", "C", "C", "C", "C", "O", "C", "N", "C", "C", "C", "C", "C", "C", "C", "C", "C", "C", "O", "H", "H", "H", "H", "H", "H", "H", "H", "H", "H", "H", "H", "H", "H", "H", "H", "H", "C", "C", "C", "O", "C", "C", "C", "O", "O", "O", "H", "H"], "coordinates": [[5.685547, 0.359375, -1.064086], [5.485504, 1.541376, -0.320113], [4.164861, 1.698587, 0.157984], [3.252973, 2.339607, -0.852058], [3.415882, 3.570656, -1.333174], [2.493403, 4.080325, -2.358819], [2.783604, 4.999699, -3.100229], [1.154749, 3.435531, -2.443122], [0.180039, 4.239894, -3.033798], [0.968185, 2.194003, -1.965695], [-0.346894, 1.469489, -1.956745], [-0.605568, 0.825129, -0.605337], [-0.657248, 1.671069, 0.499410], [-0.847081, 1.166852, 1.782433], [-0.981450, -0.202537, 1.973477], [-0.943516, -1.039206, 0.867961], [-0.759360, -0.552536, -0.424707], [-0.711799, -1.518854, -1.573969], [2.145714, 1.500329, -1.410043], [2.280014, 0.298909, -1.459500], [5.115257, -0.475305, -0.656043], [6.743447, 0.112826, -1.018946], [5.395217, 0.486941, -2.109379], [4.213647, 2.333906, 1.041159], [3.737437, 0.742438, 0.457111], [4.242893, 4.192088, -1.019910], [-0.517790, 3.688835, -3.515491], [0.613261, 4.874959, -3.695550], [-1.136267, 2.206923, -2.105816], [-0.384886, 0.743213, -2.765452], [-0.560631, 2.741225, 0.345427], [-0.907806, 1.846109, 2.621918], [-1.177904, -0.652622, 2.935003], [-1.096858, -2.098149, 1.020996], [-1.065549, -2.496188, -1.261562], [-1.319135, -1.187934, -2.415302], [0.314992, -1.620765, -1.932518], [-3.256821, -4.545162, 3.621018], [-3.055252, -3.203365, 3.298229], [-4.104280, -2.550146, 2.340306], [-4.005486, -1.337096, 2.061680], [-5.123900, -3.376099, 1.813614], [-5.320494, -4.732168, 2.121270], [-4.323146, -5.356693, 3.145961], [-4.486320, -6.531580, 3.507095], [-6.215552, -5.458388, 1.650551], [-2.108904, -2.496440, 3.719289], [-2.562018, -5.036526, 4.298867], [-5.804712, -2.892534, 1.116605]], "forces_ev_per_a": [[-0.04, -0.07, -0.16], [0.18, -0.02, 0.31], [-0.03, 0.06, -0.07], [-0.08, 0.14, 0.02], [0.17, -0.36, 0.22], [0.02, 0.05, 0.01], [0.00, 0.20, 0.03], [-0.20, 0.05, 0.01], [0.14, -0.38, -0.49], [-0.05, 0.08, 0.09], [-0.05, 0.01, 0.22], [0.08, -0.03, 0.12], [-0.03, -0.17, 0.13], [0.10, -0.10, -0.16], [-0.03, 0.17, -0.20], [-0.02, 0.11, -0.12], [0.00, 0.08, 0.18], [0.18, 0.09, -0.06], [-0.02, 0.17, -0.28], [-0.03, -0.27, 0.12], [-0.07, -0.04, 0.07], [0.10, 0.07, -0.01], [-0.07, 0.02, -0.08], [0.09, 0.10, 0.01], [0.02, -0.12, 0.02], [0.08, 0.13, -0.13], [-0.14, 0.08, 0.15], [0.02, 0.16, 0.19], [-0.10, 0.01, -0.25], [-0.04, -0.09, -0.06], [0.01, 0.08, 0.00], [-0.01, 0.03, 0.07], [-0.14, -0.07, 0.13], [-0.06, -0.07, 0.07], [-0.06, -0.08, 0.03], [-0.12, -0.03, -0.05], [0.05, -0.04, -0.06], [-0.02, -0.33, 0.06], [-0.13, 0.19, -0.11], [-0.18, 0.00, -0.12], [0.27, -0.11, 0.16], [0.03, 0.29, -0.10], [0.06, -0.16, 0.09], [0.15, 0.10, 0.10], [-0.09, -0.09, -0.07], [0.00, 0.06, -0.02], [0.07, 0.06, -0.05], [0.04, 0.11, 0.01], [-0.06, -0.09, 0.02]], "homo_lumo_gap_ev": 2.1, "e_homo_ha": 0.00156, "e_lumo_ev": 2.169, "total_charge": -2}